(1)
{
  "formula": "C4H12",
  "method": "ωB97M-V/def2-TZVPD",
  "smiles": "CC.CC",
  "charge": 0,
  "multiplicity": 1,
  "symbols": ["C", "C", "H", "H", "H", "H", "H", "H", "C", "C", "H", "H", "H", "H", "H", "H"],
  "positions_angstrom": [[1.73, 0.94, 0.09], [1.28, 2.09, -0.87], [1.67, 1.41, 1.07], [1.10, 0.09, -0.08], [2.74, 0.73, -0.25], [1.01, 1.71, -1.85], [2.13, 2.72, -1.09], [0.46, 2.66, -0.42], [-1.97, -1.76, 1.03], [-1.11, -1.33, -0.16], [-2.60, -2.60, 0.74], [-1.30, -1.96, 1.86], [-2.62, -0.96, 1.37], [-1.73, -1.06, -1.01], [-0.36, -0.57, 0.07], [-0.43, -2.12, -0.50]]
}

---

(2)
{
  "formula": "C4H12",
  "method": "ωB97M-V/def2-TZVPD",
  "smiles": "CC.CC",
  "charge": 0,
  "multiplicity": 1,
  "symbols": ["C", "C", "H", "H", "H", "H", "H", "H", "C", "C", "H", "H", "H", "H", "H", "H"],
  "positions_angstrom": [[-1.00, 1.00, -1.33], [-0.88, 2.19, -0.35], [-1.14, 0.14, -0.67], [-1.81, 1.13, -2.04], [-0.07, 0.90, -1.92], [-1.53, 1.99, 0.51], [0.12, 2.10, 0.09], [-1.15, 3.17, -0.71], [0.36, -2.08, 1.01], [1.51, -1.14, 0.65], [-0.65, -1.59, 0.83], [0.36, -2.93, 0.33], [0.30, -2.13, 2.08], [2.03, -0.58, 1.44], [1.16, -0.34, -0.04], [2.28, -1.66, 0.09]]
}

---

(3)
{
  "formula": "C4H12",
  "method": "ωB97M-V/def2-TZVPD",
  "smiles": "CC.CC",
  "charge": 0,
  "multiplicity": 1,
  "symbols": ["C", "C", "H", "H", "H", "H", "H", "H", "C", "C", "H", "H", "H", "H", "H", "H"],
  "positions_angstrom": [[1.27, 0.15, -2.51], [1.15, 1.40, -1.71], [1.40, -0.76, -1.89], [0.49, -0.04, -3.24], [2.23, 0.06, -3.04], [0.86, 1.16, -0.68], [0.39, 2.10, -2.06], [1.99, 2.10, -1.69], [-1.61, -0.28, 1.67], [-0.80, -1.23, 2.56], [-1.93, 0.58, 2.24], [-1.04, 0.06, 0.79], [-2.43, -0.80, 1.17], [0.23, -1.10, 2.87], [-1.47, -1.42, 3.41], [-0.78, -2.18, 2.00]]
}

---

(4)
{
  "formula": "C4H12",
  "method": "ωB97M-V/def2-TZVPD",
  "smiles": "CC.CC",
  "charge": 0,
  "multiplicity": 1,
  "symbols": ["C", "C", "H", "H", "H", "H", "H", "H", "C", "C", "H", "H", "H", "H", "H", "H"],
  "positions_angstrom": [[1.93, -1.16, -0.08], [2.37, 0.41, 0.00], [0.94, -1.08, -0.28], [2.72, -1.76, -0.71], [2.06, -1.65, 0.91], [3.45, 0.50, -0.07], [1.93, 0.82, 0.88], [1.91, 0.91, -0.92], [-2.07, 1.10, 0.16], [-2.27, -0.34, -0.11], [-2.83, 1.60, 0.82], [-1.10, 1.44, 0.48], [-2.06, 1.62, -0.85], [-3.26, -0.62, -0.28], [-2.12, -0.92, 0.86], [-1.60, -0.85, -0.80]]
}

---

(5)
{
  "formula": "C4H12",
  "method": "ωB97M-V/def2-TZVPD",
  "smiles": "CC.CC",
  "charge": 0,
  "multiplicity": 1,
  "symbols": ["C", "C", "H", "H", "H", "H", "H", "H", "C", "C", "H", "H", "H", "H", "H", "H"],
  "positions_angstrom": [[0.98, 1.52, -1.69], [0.97, 1.89, -0.20], [-0.01, 1.50, -2.14], [1.56, 2.28, -2.19], [1.40, 0.52, -1.79], [0.21, 1.42, 0.42], [1.91, 1.68, 0.30], [0.87, 2.97, -0.12], [-0.54, -1.68, 1.58], [-1.41, -1.70, 0.32], [-0.58, -2.66, 2.06], [0.47, -1.47, 1.35], [-0.91, -0.90, 2.24], [-1.19, -2.55, -0.33], [-1.37, -0.77, -0.25], [-2.44, -1.82, 0.61]]
}

---

(6)
{
  "formula": "C4H12",
  "method": "ωB97M-V/def2-TZVPD",
  "smiles": "CC.CC",
  "charge": 0,
  "multiplicity": 1,
  "symbols": ["C", "C", "H", "H", "H", "H", "H", "H", "C", "C", "H", "H", "H", "H", "H", "H"],
  "positions_angstrom": [[2.07, 0.14, -1.50], [0.72, -0.50, -1.28], [2.94, -0.17, -0.90], [2.47, -0.04, -2.50], [2.12, 1.22, -1.35], [0.03, 0.09, -1.88], [0.48, -0.76, -0.25], [0.74, -1.56, -1.58], [-1.21, 0.91, 1.23], [-1.59, -0.54, 1.59], [-0.19, 1.30, 1.21], [-1.66, 1.16, 0.27], [-1.60, 1.54, 2.04], [-0.69, -1.16, 1.66], [-2.15, -0.93, 0.74], [-2.21, -0.71, 2.46]]
}

---

(7)
{
  "formula": "C4H12",
  "method": "ωB97M-V/def2-TZVPD",
  "smiles": "CC.CC",
  "charge": 0,
  "multiplicity": 1,
  "symbols": ["C", "C", "H", "H", "H", "H", "H", "H", "C", "C", "H", "H", "H", "H", "H", "H"],
  "positions_angstrom": [[2.07, -0.07, 0.24], [1.67, -1.41, 0.83], [1.30, 0.46, -0.30], [2.47, 0.54, 1.05], [2.86, -0.19, -0.50], [2.31, -1.65, 1.67], [1.76, -2.22, 0.11], [0.66, -1.42, 1.22], [-2.08, 1.26, -0.03], [-1.74, 0.25, -1.13], [-2.31, 0.82, 0.94], [-1.24, 1.95, 0.06], [-2.93, 1.91, -0.27], [-1.17, 0.63, -1.96], [-2.56, -0.43, -1.36], [-1.08, -0.43, -0.57]]
}

---

(8)
{
  "formula": "C4H12",
  "method": "ωB97M-V/def2-TZVPD",
  "smiles": "CC.CC",
  "charge": 0,
  "multiplicity": 1,
  "symbols": ["C", "C", "H", "H", "H", "H", "H", "H", "C", "C", "H", "H", "H", "H", "H", "H"],
  "positions_angstrom": [[-0.20, 1.75, -1.68], [0.94, 2.35, -0.87], [-0.43, 2.13, -2.66], [-0.02, 0.63, -1.96], [-1.07, 1.51, -0.87], [1.55, 1.56, -0.48], [0.56, 3.08, -0.11], [1.67, 2.91, -1.47], [-0.53, -1.54, 0.74], [-0.24, -2.44, 1.96], [-0.77, -2.35, -0.09], [-1.34, -0.80, 0.70], [0.33, -0.83, 0.33], [-0.01, -1.77, 2.77], [-1.05, -3.14, 1.89], [0.61, -3.06, 1.79]]
}

---

(9)
{
  "formula": "C4H12",
  "method": "ωB97M-V/def2-TZVPD",
  "smiles": "CC.CC",
  "charge": 0,
  "multiplicity": 1,
  "symbols": ["C", "C", "H", "H", "H", "H", "H", "H", "C", "C", "H", "H", "H", "H", "H", "H"],
  "positions_angstrom": [[-2.70, 0.17, -0.35], [-2.40, -0.84, 0.75], [-2.12, -0.05, -1.25], [-3.75, 0.21, -0.62], [-2.34, 1.16, -0.07], [-1.34, -1.08, 0.70], [-2.94, -1.76, 0.52], [-2.62, -0.52, 1.76], [2.61, 0.33, 0.60], [2.46, 0.30, -0.92], [1.68, -0.01, 1.08], [3.43, -0.30, 0.92], [2.78, 1.32, 0.99], [2.96, -0.51, -1.43], [2.85, 1.23, -1.38], [1.45, 0.34, -1.30]]
}

---

(10)
{
  "formula": "C4H12",
  "method": "ωB97M-V/def2-TZVPD",
  "smiles": "CC.CC",
  "charge": 0,
  "multiplicity": 1,
  "symbols": ["C", "C", "H", "H", "H", "H", "H", "H", "C", "C", "H", "H", "H", "H", "H", "H"],
  "positions_angstrom": [[-1.84, 0.68, 0.61], [-1.55, -0.81, 0.93], [-2.78, 0.84, 0.09], [-1.76, 1.24, 1.54], [-1.06, 1.04, -0.06], [-1.86, -1.14, 1.93], [-0.52, -1.08, 0.80], [-2.00, -1.42, 0.17], [1.11, -0.25, -1.15], [2.17, 0.37, -0.31], [0.55, 0.49, -1.73], [1.70, -0.84, -1.88], [0.29, -0.86, -0.80], [3.10, -0.20, -0.18], [1.88, 0.61, 0.73], [2.57, 1.33, -0.69]]
}

---

(11)
{
  "formula": "C4H12",
  "method": "ωB97M-V/def2-TZVPD",
  "smiles": "CC.CC",
  "charge": 0,
  "multiplicity": 1,
  "symbols": ["C", "C", "H", "H", "H", "H", "H", "H", "C", "C", "H", "H", "H", "H", "H", "H"],
  "positions_angstrom": [[-2.13, -0.67, -1.40], [-1.94, 0.39, -0.29], [-1.61, -0.24, -2.26], [-1.69, -1.64, -1.17], [-3.18, -0.69, -1.66], [-0.93, 0.54, 0.09], [-2.29, 1.32, -0.74], [-2.40, 0.10, 0.66], [1.94, -0.04, 0.10], [2.12, 0.32, 1.60], [1.55, -1.06, 0.00], [1.33, 0.70, -0.41], [2.91, -0.17, -0.41], [2.23, 1.40, 1.76], [3.12, -0.06, 1.79], [1.28, 0.00, 2.21]]
}

---

(12)
{
  "formula": "C4H12",
  "method": "ωB97M-V/def2-TZVPD",
  "smiles": "CC.CC",
  "charge": 0,
  "multiplicity": 1,
  "symbols": ["C", "C", "H", "H", "H", "H", "H", "H", "C", "C", "H", "H", "H", "H", "H", "H"],
  "positions_angstrom": [[0.00, 2.08, 0.72], [-1.36, 1.51, 0.98], [-0.10, 3.07, 0.32], [0.75, 2.28, 1.71], [0.51, 1.31, 0.07], [-1.81, 1.38, -0.01], [-2.15, 2.17, 1.32], [-1.38, 0.68, 1.67], [1.26, -2.30, -0.68], [0.11, -1.29, -0.88], [1.49, -2.69, 0.28], [1.06, -3.16, -1.43], [2.31, -1.87, -1.13], [0.48, -0.30, -1.15], [-0.58, -1.22, -0.10], [-0.59, -1.65, -1.69]]
}

---

Relative energy (zero: lowest compared OMol25 entry of this formula, charge and spin) values, unit kJ/mol, following the record order: 47.79 58.31 56.73 104.08 13.72 74.03 28.24 148.78 23.48 55.70 49.37 132.75.
Gap between HOMO and LUMO values, unit eV, following the record order: 12.587 12.431 12.569 12.194 12.955 12.543 12.611 12.182 12.709 12.590 12.616 12.255.
HOMO energy values, unit eV, following the record order: -11.4486 -11.2711 -11.5001 -11.0926 -11.8153 -11.3865 -11.4570 -11.1122 -11.6351 -11.3975 -11.5051 -11.0994.